# 1
{"formula": "C5H8N2S", "method": "wB97M-V/def2-TZVPD", "symbols": ["N", "C", "C", "C", "N", "C", "C", "S", "H", "H", "H", "H", "H", "H", "H", "H"], "xyz": [[3.03, -0.17, -0.05], [1.66, 0.34, -0.12], [0.67, -0.79, 0.12], [-0.78, -0.29, -0.02], [-1.08, 0.96, 0.02], [-2.36, 1.19, -0.03], [-3.15, 0.02, -0.05], [-2.12, -1.30, -0.05], [3.35, -0.90, -0.78], [3.18, -0.59, 0.72], [1.81, 1.18, 0.89], [1.55, 0.83, -1.11], [0.85, -1.45, -0.53], [0.66, -1.31, 0.93], [-2.94, 2.26, 0.03], [-4.33, 0.02, 0.03]], "relative_energy_kj_mol": 340.44, "homo_ev": -8.984, "e_tot_ev": -19126.89289, "smiles": "NCCc1nccs1", "homo_lumo_gap_ev": 9.72, "lumo_energy_ev": 0.74}

---

# 2
{"formula": "C5H8N2S", "method": "wB97M-V/def2-TZVPD", "symbols": ["N", "C", "C", "C", "S", "N", "C", "C", "H", "H", "H", "H", "H", "H", "H", "H"], "xyz": [[-1.64, -1.72, 0.07], [-0.60, -0.81, -0.04], [0.71, -1.10, 0.17], [1.81, -0.19, 0.09], [3.34, -0.80, -0.04], [1.40, 1.09, -0.11], [0.11, 1.59, 0.23], [-1.05, 0.62, -0.18], [-2.36, -1.35, -0.47], [-1.59, -2.74, 0.14], [1.03, -2.11, 0.06], [2.09, 1.81, -0.39], [0.06, 2.63, -0.22], [0.14, 1.54, 1.35], [-1.80, 0.87, 0.58], [-1.65, 0.67, -1.24]], "relative_energy_kj_mol": 114.66, "homo_ev": -7.886, "e_tot_ev": -19129.23298, "smiles": "NC1=CC(=S)NCC1", "homo_lumo_gap_ev": 8.36, "lumo_energy_ev": 0.47}

---

# 3
{"formula": "C5H8N2S", "method": "wB97M-V/def2-TZVPD", "symbols": ["C", "N", "C", "C", "S", "C", "C", "N", "H", "H", "H", "H", "H", "H", "H", "H"], "xyz": [[1.27, -1.74, 0.20], [0.44, -0.66, -0.28], [0.85, 0.70, 0.23], [-0.41, 1.41, 0.53], [-1.35, 2.85, 0.02], [-1.28, 1.19, -0.66], [-1.79, -0.19, -0.52], [-0.88, -1.07, -0.33], [1.14, -1.94, 1.31], [2.30, -1.43, 0.02], [1.07, -2.65, -0.36], [1.49, 1.17, -0.52], [1.47, 0.61, 1.12], [-0.82, 1.04, 1.47], [-0.68, 1.26, -1.59], [-2.82, -0.55, -0.65]], "relative_energy_kj_mol": 349.70, "homo_ev": -8.464, "e_tot_ev": -19126.79699, "smiles": "CN1C[C@H]2S[C@@H]2C=N1", "homo_lumo_gap_ev": 9.37, "lumo_energy_ev": 0.90}

---

# 4
{"formula": "C5H8N2S", "method": "wB97M-V/def2-TZVPD", "symbols": ["C", "C", "N", "C", "C", "S", "N", "C", "H", "H", "H", "H", "H", "H", "H", "H"], "xyz": [[-3.24, -0.05, -0.09], [-2.00, 0.30, 0.14], [-0.88, -0.38, -0.36], [0.41, -0.13, -0.05], [0.87, 1.22, 0.43], [0.57, 2.60, -0.34], [1.28, -1.09, -0.25], [2.65, -0.80, -0.08], [-3.53, -1.03, -0.47], [-4.07, 0.57, 0.23], [-1.79, 1.28, 0.55], [-1.02, -1.32, -0.73], [1.62, 1.26, 1.21], [3.04, 0.00, -0.74], [3.07, -1.79, -0.42], [3.01, -0.65, 0.96]], "relative_energy_kj_mol": 230.51, "homo_ev": -8.419, "e_tot_ev": -19128.03226, "smiles": "C=CN/C(C=S)=N/C", "homo_lumo_gap_ev": 7.36, "lumo_energy_ev": -1.06}

---

# 5
{"formula": "C5H8N2S", "method": "wB97M-V/def2-TZVPD", "symbols": ["C", "C", "C", "C", "N", "C", "S", "N", "H", "H", "H", "H", "H", "H", "H", "H"], "xyz": [[-0.20, 1.62, 0.72], [-0.52, 1.05, -0.59], [-0.90, -0.39, -0.86], [-0.62, -1.42, 0.22], [0.81, -1.35, 0.33], [1.41, -0.41, -0.38], [2.96, 0.15, -0.27], [0.43, 0.11, -1.25], [0.86, 1.91, 0.75], [-0.39, 0.85, 1.49], [-0.83, 2.44, 1.00], [-0.89, 1.65, -1.43], [-1.60, -0.61, -1.64], [-0.80, -2.38, -0.31], [-1.12, -1.35, 1.18], [1.39, -1.87, 1.03]], "relative_energy_kj_mol": 148.19, "homo_ev": -8.254, "e_tot_ev": -19128.88541, "smiles": "C[C@@H]1[C@@H]2CNC(=S)N12", "homo_lumo_gap_ev": 8.96, "lumo_energy_ev": 0.71}

---

# 6
{"formula": "C5H8N2S", "method": "wB97M-V/def2-TZVPD", "symbols": ["C", "C", "C", "S", "C", "N", "N", "C", "H", "H", "H", "H", "H", "H", "H", "H"], "xyz": [[2.66, -1.16, 1.41], [1.47, -0.99, 0.87], [1.19, 0.24, 0.15], [2.15, 1.50, -0.16], [-0.29, 0.43, -0.26], [-0.59, 1.48, -1.08], [-1.13, -0.53, -0.04], [-2.48, -0.24, -0.45], [3.38, -0.27, 1.38], [3.09, -2.07, 1.79], [0.72, -1.78, 0.72], [0.01, 2.34, -1.19], [-1.56, 1.56, -1.37], [-2.59, -0.22, -1.59], [-2.81, 0.72, -0.04], [-3.24, -1.02, -0.14]], "relative_energy_kj_mol": 188.44, "homo_ev": -8.905, "e_tot_ev": -19128.46831, "smiles": "C=CC(=S)/C(N)=N/C", "homo_lumo_gap_ev": 7.93, "lumo_energy_ev": -0.97}

---

# 7
{"formula": "C5H8N2S", "method": "wB97M-V/def2-TZVPD", "symbols": ["N", "C", "C", "N", "S", "C", "C", "C", "H", "H", "H", "H", "H", "H", "H", "H"], "xyz": [[1.38, 2.28, 1.11], [1.02, 1.47, 0.14], [0.36, 0.02, 0.39], [-0.26, -0.06, 1.56], [-1.44, -1.36, 1.61], [-1.15, -1.86, -0.04], [-0.90, -1.49, -1.62], [-0.58, -0.46, -0.83], [2.16, 1.82, 1.82], [0.65, 2.55, 1.72], [2.00, 1.11, -0.40], [0.18, 1.81, -0.70], [-0.19, -2.47, -0.01], [-1.81, -1.40, -2.24], [-0.02, -2.19, -1.96], [-1.41, 0.25, -0.56]], "relative_energy_kj_mol": 693.02, "homo_ev": -8.533, "e_tot_ev": -19123.23868, "smiles": "NCC1=NS[C@H]2C[C@H]12", "homo_lumo_gap_ev": 9.00, "lumo_energy_ev": 0.47}

---

# 8
{"formula": "C5H8N2S2", "method": "wB97M-V/def2-TZVPD", "symbols": ["C", "C", "C", "C", "C", "N", "N", "S", "S", "H", "H", "H", "H", "H", "H", "H", "H"], "xyz": [[2.12, 0.31, 1.84], [1.65, 0.05, 0.51], [-1.68, 0.97, -0.75], [-0.67, -1.42, -0.91], [-0.46, 0.11, -0.80], [1.14, 0.63, 2.66], [0.31, 0.26, 0.43], [2.50, -0.55, -0.77], [-0.27, 0.62, 1.97], [3.13, 0.37, 2.11], [-2.16, 0.73, 0.26], [-1.58, 2.00, -0.64], [-2.33, 0.73, -1.48], [-1.07, -1.81, 0.04], [0.40, -1.70, -1.12], [-1.36, -1.59, -1.75], [0.32, 0.31, -1.60]], "relative_energy_kj_mol": 0.00, "homo_ev": [-5.844, -9.030], "e_tot_ev": -29961.77735, "multiplicity": 3, "homo_lumo_gap_ev": [6.60, 6.43], "lumo_energy_ev": [0.75, -2.60]}

---

# 9
{"formula": "C5H8N3OS", "method": "wB97M-V/def2-TZVPD", "symbols": ["C", "C", "C", "C", "C", "N", "N", "N", "O", "S", "H", "H", "H", "H", "H", "H", "H", "H"], "xyz": [[-0.25, 1.28, 0.35], [-2.55, 0.34, -0.54], [-0.93, 1.35, 1.76], [0.52, 0.16, -1.64], [-0.05, -1.24, 0.47], [-2.79, 0.60, 0.65], [-2.30, 1.17, 1.59], [0.03, 0.03, -0.25], [-0.13, 2.34, -0.26], [-2.86, -0.04, -2.00], [-0.47, 0.66, 2.49], [-0.85, 2.54, 2.09], [1.45, -0.27, -1.65], [-0.31, -0.22, -2.28], [0.56, 1.25, -1.81], [-1.09, -1.61, 0.43], [0.65, -1.98, 0.10], [0.11, -1.06, 1.49]], "relative_energy_kj_mol": 485.00, "homo_ev": -13.766, "e_tot_ev": -22655.71518, "homo_lumo_gap_ev": 6.11, "lumo_energy_ev": -7.65, "charge": 1}

---

# 10
{"formula": "C5H8N4O", "method": "wB97M-V/def2-TZVPD", "symbols": ["C", "C", "C", "C", "O", "N", "C", "N", "N", "N", "H", "H", "H", "H", "H", "H", "H", "H"], "xyz": [[2.99, 0.65, 0.60], [1.58, 0.25, 0.10], [1.36, -0.12, -1.13], [0.01, -0.44, -1.51], [-0.37, -0.88, -2.66], [-0.98, -0.41, -0.51], [-0.75, 0.07, 0.76], [-1.58, 0.30, 1.75], [-2.86, -0.02, 1.48], [0.64, 0.48, 0.96], [3.11, 1.42, 1.15], [3.56, 1.29, -0.31], [3.63, -0.10, 0.92], [2.11, 0.01, -1.70], [-2.07, -0.38, -0.79], [-2.92, -0.99, 1.02], [-3.15, 0.33, 0.48], [0.97, 0.62, 1.84]], "relative_energy_kj_mol": 436.99, "homo_ev": -8.908, "e_tot_ev": -13318.95342, "smiles": "Cc1cc(=O)[nH]/c(=N\\N)[nH]1", "homo_lumo_gap_ev": 9.35, "lumo_energy_ev": 0.44}